No. 1
ORCA calculation (ωB97M-V/def2-TZVPD) on C4H11OP in the gas phase in a non-equilibrium geometry.

Each line ends with the natural charge from an NBO analysis.
Cartesian coordinates (Å):
C 0.4485 0.7738 -1.1747  -0.59
C 0.1177 -0.2417 0.0211  -0.29
C 0.2444 0.6565 1.3111  -0.63
C 1.0775 -1.4029 0.1178  -0.62
P -1.6025 -0.9398 0.3456  0.84
O -2.7884 0.7168 -0.1490  -0.93
H 0.3657 0.3215 -2.1266  0.21
H -0.2968 1.4406 -1.0253  0.19
H 1.4032 1.2555 -1.0281  0.21
H 1.2402 0.9240 1.3912  0.20
H -0.0701 0.1022 2.1794  0.21
H -0.1464 1.5777 1.1624  0.21
H 0.9772 -2.2219 -0.7057  0.21
H 1.9936 -0.9926 0.0833  0.21
H 0.8943 -1.9628 0.9668  0.21
H -1.7632 -1.2710 -0.9226  -0.09
H -2.0950 1.2641 -0.4467  0.44

LUMO	0.3	eV
maximum force	4.69	eV/A

No. 2
ORCA calculation (ωB97M-V/def2-TZVPD) on a gas-phase ion, C4H11P4 (charge +1) in a non-equilibrium geometry.

Each line ends with the natural charge from an NBO analysis.
Cartesian coordinates (Å):
C 2.5334 0.9602 -1.0231  -0.82
C 0.5627 -2.1509 1.4387  -0.89
C -1.5793 0.4168 1.0023  -0.99
C -1.4747 0.6748 -1.8441  -0.92
P 2.6046 -0.6711 -1.1216  0.55
P 0.8914 2.2561 -0.1769  0.32
P 0.6298 -1.6652 -0.4098  0.27
P -0.4351 0.3584 -0.3684  0.86
H 3.3894 1.5883 -1.2131  0.24
H -0.3932 -2.6374 1.5303  0.26
H 0.8541 -1.2909 2.0534  0.24
H 1.3742 -2.9587 1.4965  0.27
H -2.5518 -0.1558 0.7091  0.27
H -1.8820 1.4268 1.2762  0.27
H -1.1512 -0.0312 1.8388  0.26
H -1.6544 1.6741 -1.7610  0.24
H -2.3319 -0.0259 -1.6799  0.26
H -0.8088 0.4713 -2.8176  0.28
H 1.4227 1.7603 1.0703  0.01

LUMO	-4.3	eV
charge	+1
maximum force	4.88	eV/A

No. 3
ORCA calculation (ωB97M-V/def2-TZVPD) on 2 unconnected molecules or ions with the total composition C4H11S in a non-equilibrium geometry.

Each line ends with the natural charge from an NBO analysis.
Cartesian coordinates (Å):
C -1.8440 0.2490 1.2559  -0.61
C -1.7716 1.6804 1.9271  -0.62
H -0.8019 -0.0091 1.0498  0.26
H -2.2872 -0.4143 2.0278  0.19
H -2.5151 0.2240 0.3865  0.19
H -1.7486 1.7060 3.0082  0.19
H -2.8176 2.1517 1.8809  0.18
H -0.9376 2.1877 1.5030  0.20
C 2.4101 -0.3932 -1.7626  -0.62
C 1.2695 -1.4582 -1.5514  -0.53
S 0.8214 -2.0755 0.0888  -0.70
H 2.1391 0.2069 -2.5850  0.17
H 2.6878 0.1666 -0.8511  0.20
H 3.3285 -0.9191 -2.1125  0.17
H 0.4818 -0.9651 -2.1071  0.15
H 1.5854 -2.3378 -2.1583  0.17

LUMO	3.9	eV
charge	-1
maximum force	3.23	eV/A

No. 4
ORCA calculation (ωB97M-V/def2-TZVPD) on 2 unconnected molecules or ions with the total composition C4H11S in a non-equilibrium geometry.

Each line ends with the natural charge from an NBO analysis.
Cartesian coordinates (Å):
S -1.0603 1.5948 0.3540  -1.05
H -0.9945 2.9420 0.5184  0.09
C -1.0734 -1.6837 -0.9813  -0.61
C 1.9434 0.2187 0.6478  -0.64
C 1.2350 -0.5245 -0.4610  -0.41
C 0.0370 -1.4043 0.0660  -0.40
H -1.6170 -0.7378 -1.1776  0.24
H -1.7029 -2.4862 -0.6749  0.19
H -0.6656 -1.9776 -1.9858  0.17
H 2.8673 0.7520 0.3108  0.18
H 2.3023 -0.4912 1.4119  0.17
H 1.2149 0.9667 1.0694  0.27
H 1.8817 -1.1625 -1.0361  0.17
H 0.7983 0.2646 -1.1188  0.23
H 0.4152 -2.3020 0.4635  0.17
H -0.3864 -0.9212 0.9262  0.23

LUMO	4.3	eV
charge	-1
maximum force	2.08	eV/A

No. 5
ORCA calculation (ωB97M-V/def2-TZVPD) on 2 unconnected molecules or ions with the total composition C4H11S2.

Each line ends with the natural charge from an NBO analysis.
Cartesian coordinates (Å):
C 0.4422 -3.1662 1.1970  -0.62
C 1.0340 -1.8120 1.5757  -0.51
S -0.1190 -0.3961 1.2789  -0.69
H 0.1772 -3.2193 0.1360  0.19
H -0.4987 -3.3089 1.7417  0.20
H 1.1224 -4.0101 1.3599  0.17
H 1.9302 -1.6542 0.9552  0.17
H 1.2493 -1.7737 2.6449  0.18
C -1.9731 1.3161 -1.3293  -0.62
C -0.7091 1.9981 -0.8264  -0.52
S 0.7952 1.2962 -1.5298  -0.18
H -2.0126 0.2870 -0.9728  0.24
H -2.0345 1.3610 -2.4201  0.19
H -2.8458 1.8382 -0.9130  0.18
H -0.6519 3.0412 -1.1433  0.19
H -0.6433 1.9596 0.2587  0.24
H 0.7785 0.1933 -0.7284  0.18

LUMO	3.6	eV
charge	-1
maximum force	0.82	eV/A

No. 6
ORCA calculation (ωB97M-V/def2-TZVPD) on 2 unconnected molecules or ions with the total composition C4H12 in a non-equilibrium geometry.

Each line ends with the Mulliken spin population.
Cartesian coordinates (Å):
C 1.8104 -0.4080 -0.9988  2.38
C 1.7655 1.0144 -1.2193  0.77
H 2.6523 -0.6588 -0.3579  0.01
H 1.0393 -0.8288 -0.3119  0.35
H 1.9237 -0.8836 -1.9984  -0.28
H 1.5763 1.1506 -2.3900  -0.10
H 2.7766 1.4962 -1.1952  -0.25
H 1.2507 1.8434 -0.6830  -0.38
C -1.3598 -0.3857 0.5209  -3.04
C -2.1240 -0.1758 1.8597  1.30
H -0.3962 -0.6747 0.4196  1.35
H -2.0635 -1.3463 0.1165  -0.11
H -1.5726 0.3924 -0.2228  -0.20
H -1.7819 -0.3154 2.8666  -0.44
H -2.5929 0.7509 1.8708  -0.11
H -2.9039 -0.9709 1.7232  -0.24

expectation value of S²	0.750
LUMO (spin up / spin down)	4.3 / 4.5	eV
charge	-1
2S+1	2
maximum force	6.14	eV/A

No. 7
ORCA calculation (ωB97M-V/def2-TZVPD) on 2 unconnected molecules or ions with the total composition C4H12 in a non-equilibrium geometry.

Each line ends with the Mulliken spin population.
Cartesian coordinates (Å):
C -0.7681 1.6998 -0.4755  -0.45
C -1.1685 1.4407 -1.9336  1.25
H 0.2628 2.0016 -0.2917  -0.20
H -1.4292 2.3780 0.0664  -0.17
H -0.8558 0.7763 0.0859  0.57
H -2.1407 1.9207 -2.1128  -0.03
H -0.4407 1.7262 -2.6845  -0.39
H -1.5193 0.4082 -2.0311  -0.47
C 0.5850 -0.9486 1.4602  1.23
C 1.3555 -2.1776 0.9450  1.74
H 0.5611 -0.9683 2.5534  -0.01
H 1.1314 -0.0430 1.2004  -0.36
H -0.3998 -0.9973 1.0056  -0.39
H 1.9080 -1.9731 0.0194  -0.46
H 0.7011 -3.0035 0.6485  -0.50
H 2.1207 -2.5597 1.6284  -0.34

expectation value of S²	0.750
LUMO (spin up / spin down)	4.4 / 4.5	eV
charge	-1
2S+1	2
maximum force	1.47	eV/A

No. 8
ORCA calculation (ωB97M-V/def2-TZVPD) on 2 unconnected molecules or ions with the total composition C4H12 in a non-equilibrium geometry.

Each line ends with the Mulliken spin population.
Cartesian coordinates (Å):
C 0.6816 -0.1599 1.9243  -0.25
C 1.8693 0.7576 2.0002  0.82
H 0.7984 -1.1861 2.3356  -0.18
H -0.1480 0.1963 2.5287  -0.38
H 0.3460 -0.3628 0.9059  0.86
H 1.8762 1.2097 3.0166  -0.11
H 1.9225 1.6780 1.3713  -0.30
H 2.8041 0.3309 1.6774  -0.32
C -0.5620 -0.6185 -2.2806  1.85
C -1.8668 0.0423 -1.7274  1.14
H 0.3507 -0.0562 -2.0656  0.05
H -0.6361 -1.5907 -1.7976  -0.16
H -0.6908 -0.7114 -3.3609  -1.07
H -2.5874 0.0921 -2.5347  -0.25
H -1.8615 0.9448 -1.1060  -0.40
H -2.2962 -0.5661 -0.8872  -0.30

expectation value of S²	0.750
LUMO (spin up / spin down)	4.3 / 4.4	eV
charge	-1
2S+1	2
maximum force	1.82	eV/A

Energy above the lowest of the compared OMol25 structures with the same formula, charge and spin across the listed records, respectively: 62.84 30.42 31.70 10.07 1.10 52.69 12.17 18.94 kcal/mol.